The following is a DFT calculation (wB97M-V/def2-TZVPD) of a cluster of 11 separate species, C66H165N6O32P5 in total at a distorted geometry.

Geometry (Å):
C -6.19 3.22 4.65
O -5.10 3.87 4.05
C -4.09 4.19 4.93
C -3.06 4.96 4.13
N -2.44 4.14 3.07
C -1.47 4.72 2.25
C -1.82 5.81 1.29
O -2.84 5.34 0.44
C -3.11 6.30 -0.54
H -6.64 3.78 5.52
H -5.87 2.20 5.04
H -6.91 3.06 3.87
H -3.69 3.24 5.41
H -4.48 4.84 5.72
H -2.32 5.33 4.86
H -3.66 5.80 3.77
H -3.22 3.79 2.46
H -1.09 4.00 1.55
H -0.52 5.02 2.76
H -0.83 6.09 0.74
H -2.14 6.74 1.77
H -3.67 5.75 -1.29
H -2.23 6.67 -1.10
H -3.64 7.18 -0.26
C 1.47 2.30 -9.00
O 1.41 2.55 -7.60
C 0.44 3.52 -7.13
C -0.18 3.11 -5.71
N -0.96 1.89 -5.75
C -2.26 1.97 -6.38
C -3.22 1.09 -5.68
O -4.16 0.89 -6.63
C -5.31 0.24 -6.11
H 2.18 1.46 -9.06
H 1.81 3.17 -9.59
H 0.59 1.97 -9.48
H -0.34 3.62 -7.83
H 0.91 4.49 -7.13
H -0.81 3.96 -5.38
H 0.62 3.04 -4.96
H -0.37 1.22 -6.23
H -2.15 1.63 -7.43
H -2.52 3.04 -6.40
H -3.60 1.64 -4.82
H -2.64 0.23 -5.36
H -6.07 0.29 -6.93
H -5.71 0.77 -5.30
H -5.09 -0.73 -5.85
C 6.89 -1.68 -6.54
O 6.68 -0.38 -6.17
C 6.61 -0.35 -4.75
C 5.89 1.00 -4.45
N 4.81 1.04 -3.51
C 4.06 2.29 -3.46
C 4.66 3.33 -2.47
O 4.11 3.31 -1.20
C 4.34 4.53 -0.55
H 7.88 -1.96 -6.32
H 6.63 -1.78 -7.58
H 6.18 -2.36 -6.05
H 7.59 -0.23 -4.28
H 6.20 -1.29 -4.37
H 5.50 1.30 -5.44
H 6.65 1.76 -4.25
H 4.07 0.26 -3.67
H 3.05 2.02 -3.24
H 3.99 2.66 -4.47
H 4.37 4.29 -2.95
H 5.74 3.25 -2.43
H 4.07 4.38 0.48
H 3.78 5.28 -1.03
H 5.42 4.74 -0.65
C 1.65 -0.38 -5.32
O 2.10 -0.41 -4.03
C 1.28 -1.22 -3.16
C 1.87 -1.42 -1.78
N 1.27 -0.59 -0.74
C 1.63 0.79 -0.58
C 0.86 1.42 0.57
O 1.07 0.73 1.78
C 0.60 1.49 2.90
H 1.42 -1.29 -5.91
H 2.36 0.30 -5.85
H 0.69 0.17 -5.32
H 1.16 -2.18 -3.63
H 0.34 -0.75 -3.00
H 2.94 -1.29 -1.81
H 1.74 -2.51 -1.52
H 1.47 -1.01 0.17
H 1.34 1.33 -1.49
H 2.68 0.93 -0.49
H -0.25 1.28 0.38
H 1.30 2.45 0.59
H 1.26 2.36 2.89
H 0.65 0.83 3.75
H -0.44 1.75 2.65
C -0.85 -0.77 5.43
O -0.75 -1.42 4.21
C -1.92 -1.04 3.44
C -1.89 -1.66 2.14
N -1.97 -3.13 2.30
C -1.60 -4.00 1.18
C -1.55 -5.46 1.66
O -0.37 -5.62 2.34
C -0.22 -6.76 3.14
H -0.81 0.30 5.23
H 0.03 -0.98 6.04
H -1.78 -1.06 6.01
H -1.91 0.05 3.27
H -2.83 -1.30 3.96
H -0.92 -1.39 1.65
H -2.66 -1.17 1.52
H -1.32 -3.23 3.07
H -0.65 -3.77 0.62
H -2.39 -3.98 0.44
H -1.60 -6.10 0.74
H -2.48 -5.54 2.37
H -0.96 -6.93 3.92
H 0.71 -6.62 3.66
H -0.11 -7.74 2.62
C 1.37 5.93 -3.84
O 0.09 5.35 -3.55
C 0.13 4.82 -2.23
C -1.06 3.89 -1.99
N -0.89 2.50 -2.34
C -2.08 1.75 -1.93
C -1.79 0.30 -2.09
O -2.96 -0.35 -1.53
C -2.80 -1.76 -1.49
H 1.34 6.66 -4.71
H 2.10 5.08 -4.00
H 1.63 6.46 -2.96
H 0.20 5.56 -1.46
H 0.95 4.14 -2.31
H -1.93 4.38 -2.41
H -1.19 3.99 -0.96
H -0.80 2.44 -3.36
H -2.98 2.19 -2.42
H -2.24 1.92 -0.84
H -0.87 0.08 -1.50
H -1.74 -0.04 -3.15
H -2.74 -2.24 -2.50
H -3.61 -2.24 -0.91
H -1.82 -2.02 -0.92
C 3.33 -2.31 2.72
C 2.96 -1.07 3.53
O 3.74 -0.94 4.74
P 3.87 0.46 5.42
O 2.58 1.09 5.77
O 4.84 1.24 4.46
C 4.79 2.67 4.31
C 4.88 2.94 2.82
O 4.76 0.19 6.72
C 6.10 -0.41 6.72
C 6.03 -1.92 6.64
H 4.40 -2.53 2.61
H 2.95 -3.28 3.14
H 2.94 -2.22 1.72
H 3.06 -0.17 2.91
H 1.92 -1.23 3.81
H 3.92 3.14 4.73
H 5.65 3.06 4.84
H 4.76 3.99 2.53
H 5.89 2.73 2.49
H 4.03 2.46 2.27
H 6.74 0.04 5.93
H 6.39 -0.13 7.71
H 5.99 -2.22 5.61
H 6.94 -2.41 7.05
H 5.19 -2.27 7.22
C -4.88 3.61 9.62
C -3.66 2.79 9.41
O -2.74 3.61 8.54
P -1.34 3.11 8.11
O -1.14 1.70 7.89
O -1.05 4.01 6.87
C -0.05 3.63 5.91
C 1.03 4.65 5.58
O -0.41 3.65 9.30
C 0.62 2.81 9.92
C 1.95 3.53 10.22
H -5.29 3.87 8.60
H -5.66 2.93 9.97
H -4.79 4.53 10.21
H -3.07 2.60 10.28
H -3.83 1.90 8.85
H 0.34 2.69 6.30
H -0.68 3.33 4.98
H 1.69 4.73 6.44
H 1.51 4.26 4.62
H 0.75 5.72 5.43
H 0.19 2.48 10.89
H 0.69 1.91 9.28
H 2.30 4.11 9.30
H 1.72 4.27 10.99
H 2.75 2.83 10.47
C 2.50 -6.04 0.64
C 2.81 -6.89 -0.57
O 2.96 -6.13 -1.75
P 4.41 -5.52 -2.20
O 5.65 -6.23 -1.88
O 4.12 -5.24 -3.75
C 2.94 -4.47 -4.19
C 3.38 -3.68 -5.36
O 4.19 -4.16 -1.47
C 5.20 -3.12 -1.65
C 5.50 -2.32 -0.38
H 2.05 -6.67 1.37
H 3.36 -5.41 1.01
H 1.74 -5.35 0.38
H 3.70 -7.50 -0.42
H 1.96 -7.58 -0.79
H 2.14 -5.19 -4.43
H 2.70 -3.78 -3.36
H 4.09 -2.92 -5.00
H 3.89 -4.30 -6.14
H 2.58 -3.23 -5.92
H 6.09 -3.64 -2.09
H 4.77 -2.44 -2.44
H 6.12 -1.44 -0.62
H 4.53 -1.96 0.00
H 6.11 -2.85 0.34
C -1.04 -1.26 -8.04
C -2.00 -2.04 -7.20
O -1.32 -2.45 -5.98
P -1.38 -3.88 -5.43
O -2.74 -4.45 -5.25
O -0.54 -4.72 -6.53
C -0.89 -5.96 -7.09
C 0.46 -6.65 -7.30
O -0.39 -3.83 -4.20
C -0.84 -4.63 -2.94
C -0.52 -6.11 -3.18
H -0.87 -0.31 -7.61
H -0.03 -1.76 -8.13
H -1.52 -1.14 -8.98
H -2.81 -1.43 -6.85
H -2.51 -2.93 -7.67
H -1.56 -6.60 -6.49
H -1.33 -5.87 -8.09
H 0.45 -7.55 -7.84
H 1.24 -5.95 -7.59
H 0.81 -6.95 -6.29
H -0.07 -4.21 -2.26
H -1.87 -4.41 -2.74
H -0.56 -6.69 -2.26
H -1.28 -6.60 -3.85
H 0.50 -6.22 -3.54
C -6.90 -1.48 5.46
C -7.66 -0.92 4.19
O -6.82 -0.51 3.15
P -6.45 -1.46 1.93
O -7.66 -1.84 1.21
O -5.35 -0.64 1.17
C -5.80 0.61 0.54
C -5.10 1.82 1.13
O -5.62 -2.64 2.56
C -5.49 -3.86 1.84
C -5.91 -4.98 2.72
H -6.32 -0.68 5.96
H -7.61 -1.87 6.14
H -6.18 -2.27 5.13
H -8.38 -1.72 3.82
H -8.37 -0.16 4.54
H -5.54 0.37 -0.46
H -6.84 0.59 0.62
H -3.96 1.87 0.84
H -5.47 2.83 0.76
H -5.12 1.83 2.21
H -6.19 -3.78 1.05
H -4.44 -3.88 1.51
H -5.21 -5.01 3.52
H -6.87 -4.85 3.18
H -5.88 -5.99 2.25

* DFT total energy: -7056.78592 Ha
* SMILES: CCOP(=O)(OCC)OCC.CCOP(=O)(OCC)OCC.CCOP(=O)(OCC)OCC.CCOP(=O)(OCC)OCC.CCOP(=O)(OCC)OCC.COCCNCCOC.COCCNCCOC.COCCNCCOC.COCCNCCOC.COCCNCCOC.COCCNCCOC
* molar mass: 1709.9 g mol⁻¹
* gap between HOMO and LUMO: 8.8016 eV

Atom charges from the Löwdin analysis, given in e for atoms 1 to 5: number 1, C, carries -0.108; number 2, O, carries -0.211; number 3, C, carries -0.256; number 4, C, carries -0.180; number 5, N, carries -0.028



The following is a DFT calculation (wB97M-V/def2-TZVPD) of a structure of composition C5H12N2O.

Geometry (Å):
C 0.74 0.13 -0.89
C 0.04 0.11 0.44
C 2.31 1.70 -0.38
C -1.14 -2.15 0.89
C -1.22 -0.74 0.37
N -2.46 0.88 -0.70
O 1.48 -0.96 -1.16
N -2.34 -0.34 -0.11
H 1.70 -1.47 -0.36
H 1.27 1.17 -1.19
H -1.74 1.58 -0.52
H -3.40 1.23 -0.63
H 0.68 -0.30 1.24
H -0.20 1.14 0.73
H 2.68 1.08 0.43
H 3.05 1.81 -1.17
H 1.91 2.65 -0.04
H -2.11 -2.63 0.80
H -0.82 -2.17 1.93
H -0.41 -2.73 0.31

* DFT total energy: -382.28358 Ha
* energy above the lowest of the compared OMol25 structures with the same formula, charge and spin: 5.9579 eV
* molar mass: 116.2 g mol⁻¹
* gap between HOMO and LUMO: 8.4792 eV

Atom charges from the natural (NBO) analysis, given in e for atoms 1 to 5: number 1, C, carries 0.186; number 2, C, carries -0.576; number 3, C, carries -0.756; number 4, C, carries -0.641; number 5, C, carries 0.201



The following is a DFT calculation (wB97M-V/def2-TZVPD) of an isolated molecule of C3H4N2O2 at a distorted geometry.

Geometry (Å):
C 0.85 0.59 -0.04
C -0.43 1.08 -0.19
C 1.32 -0.73 0.25
N 0.58 -1.81 0.07
N -1.50 0.44 0.38
O -0.68 -1.80 -0.09
O -2.65 0.74 0.04
H 1.59 1.42 -0.26
H -0.43 2.04 -0.66
H 2.46 -1.01 0.26
H -1.11 -0.95 0.25

* DFT total energy: -376.50126 Ha
* energy above the lowest of the compared OMol25 structures with the same formula, charge and spin: 7.1439 eV
* SMILES: O=N/C=C\C=N/O
* molar mass: 100.1 g mol⁻¹
* gap between HOMO and LUMO: 7.8900 eV

Atom charges from the natural (NBO) analysis, given in e for atoms 1 to 5: number 1, C, carries -0.130; number 2, C, carries -0.152; number 3, C, carries -0.152; number 4, N, carries 0.030; number 5, N, carries 0.021



The following is a DFT calculation (wB97M-V/def2-TZVPD) of a cluster of 12 separate species, C33H97N17O12 in total at a distorted geometry.

Geometry (Å):
C -3.22 -0.46 -2.64
O -2.78 -0.98 -1.59
N -2.52 -0.33 -3.79
N -4.52 -0.12 -2.70
H -2.98 0.07 -4.59
H -1.65 -0.87 -3.89
H -4.87 0.25 -3.56
H -5.12 -0.29 -1.92
C 3.29 5.38 0.31
O 3.05 6.03 1.34
N 2.46 4.38 -0.10
N 4.30 5.63 -0.54
H 1.77 3.90 0.44
H 2.75 3.94 -0.96
H 4.35 5.12 -1.43
H 4.96 6.38 -0.42
C -0.01 0.90 0.14
O 0.69 1.82 0.60
N 0.38 -0.37 -0.04
N -1.25 1.17 -0.35
H -0.32 -1.07 -0.20
H 1.34 -0.61 0.14
H -1.78 0.39 -0.72
H -1.55 2.12 -0.26
C 1.69 1.56 4.12
O 2.30 1.53 5.20
N 0.41 1.11 3.95
N 2.30 1.86 2.96
H -0.10 0.94 4.80
H -0.07 1.53 3.17
H 3.27 2.12 3.01
H 1.83 1.76 2.06
C -2.56 -0.19 3.46
O -2.51 0.82 4.18
N -3.15 -0.21 2.24
N -1.88 -1.33 3.77
H -3.68 0.57 1.90
H -2.85 -0.95 1.60
H -1.12 -1.17 4.41
H -1.80 -2.01 3.03
C 4.78 2.21 -4.02
C 3.69 3.29 -4.01
C 2.36 2.84 -3.43
O 1.84 1.81 -4.25
C 0.61 1.28 -3.77
N 4.23 4.37 -3.12
H 5.05 1.92 -3.00
H 5.66 2.60 -4.54
H 4.41 1.28 -4.46
H 3.54 3.64 -5.04
H 1.72 3.72 -3.44
H 2.50 2.45 -2.42
H -0.16 2.02 -4.00
H 0.70 1.12 -2.70
H 0.38 0.32 -4.23
H 5.24 4.39 -3.28
H 4.04 5.25 -3.61
C -0.02 6.20 3.53
C -0.99 5.43 2.62
C -0.60 5.79 1.20
O -1.53 5.30 0.22
C -1.17 5.70 -1.09
N -0.86 3.99 2.80
H -0.25 7.26 3.44
H 1.03 5.97 3.42
H -0.30 5.96 4.56
H -1.98 5.79 2.92
H 0.41 5.49 0.92
H -0.48 6.88 1.07
H -0.10 5.56 -1.24
H -1.50 6.74 -1.19
H -1.72 5.14 -1.85
H -1.45 3.62 3.54
H -1.17 3.52 1.95
C 2.86 -6.28 2.16
C 1.47 -5.64 2.00
C 1.42 -4.32 2.78
O 2.27 -3.39 2.14
C 2.14 -2.07 2.66
N 1.19 -5.35 0.59
H 3.71 -5.66 1.90
H 2.95 -7.22 1.61
H 2.91 -6.49 3.23
H 0.78 -6.37 2.41
H 1.65 -4.41 3.84
H 0.38 -3.97 2.81
H 2.63 -2.01 3.64
H 1.07 -1.85 2.71
H 2.64 -1.38 1.99
H 1.38 -6.16 0.02
H 1.75 -4.55 0.34
C -6.55 3.31 2.77
C -5.17 2.67 2.83
C -4.25 3.12 1.71
O -4.69 2.59 0.46
C -4.08 3.18 -0.67
N -4.48 3.02 4.06
H -7.25 2.82 3.45
H -7.00 3.28 1.77
H -6.55 4.34 3.13
H -5.34 1.58 2.79
H -3.23 2.75 1.87
H -4.15 4.21 1.70
H -3.06 3.54 -0.45
H -4.61 4.09 -0.97
H -4.01 2.46 -1.48
H -5.14 2.87 4.82
H -3.74 2.33 4.21
C -4.64 -3.12 0.72
C -3.24 -3.55 1.07
C -2.93 -4.88 0.36
O -3.39 -5.89 1.24
C -3.31 -7.18 0.70
N -2.24 -2.54 0.65
H -5.32 -3.98 0.73
H -4.74 -2.67 -0.27
H -5.03 -2.38 1.42
H -3.14 -3.70 2.14
H -1.85 -5.00 0.20
H -3.37 -4.94 -0.64
H -3.91 -7.28 -0.21
H -3.69 -7.92 1.40
H -2.30 -7.43 0.34
H -1.36 -2.98 0.43
H -2.54 -2.09 -0.23
C 4.83 -3.24 -1.23
C 5.50 -2.23 -0.31
C 4.55 -1.31 0.52
O 3.36 -0.98 -0.16
C 3.51 0.16 -1.01
N 6.24 -3.10 0.66
H 5.55 -3.92 -1.69
H 4.25 -2.72 -2.00
H 4.11 -3.89 -0.72
H 6.27 -1.69 -0.86
H 5.20 -0.49 0.83
H 4.27 -1.84 1.43
H 3.49 1.05 -0.37
H 2.70 0.14 -1.74
H 4.44 0.14 -1.58
H 5.64 -3.82 1.03
H 6.48 -2.50 1.45
C 0.86 -2.82 -2.17
C 0.00 -3.87 -2.83
C -0.11 -3.63 -4.33
O -0.86 -2.43 -4.59
C -0.91 -2.09 -5.95
N 0.60 -5.19 -2.57
H 0.62 -1.83 -2.58
H 1.94 -2.92 -2.32
H 0.80 -2.76 -1.09
H -1.00 -3.79 -2.38
H -0.74 -4.39 -4.80
H 0.88 -3.62 -4.81
H 0.10 -1.92 -6.34
H -1.54 -1.22 -6.14
H -1.38 -2.86 -6.57
H 0.77 -5.18 -1.57
H -0.04 -5.93 -2.84

* DFT total energy: -3149.36559 Ha
* energy above the lowest of the compared OMol25 structures with the same formula, charge and spin: 0.0000 eV
* SMILES: COC[C@H](C)N.COC[C@H](C)N.COC[C@H](C)N.COC[C@H](C)N.COC[C@H](C)N.COC[C@H](C)N.COC[C@H](C)N.NC(N)=O.NC(N)=O.NC(N)=O.NC(N)=O.NC(N)=O
* molar mass: 924.2 g mol⁻¹
* gap between HOMO and LUMO: 8.1714 eV

Atom charges from the Löwdin analysis, given in e for atoms 1 to 5: number 1, C, carries -0.617; number 2, O, carries -0.047; number 3, N, carries 0.194; number 4, N, carries 0.181; number 5, H, carries 0.101



The following is a DFT calculation (wB97M-V/def2-TZVPD) of a cluster of 2 separate species, C2H6O4 in total at a distorted geometry.

Geometry (Å):
O -0.08 -2.75 0.89
H 0.89 -2.61 0.79
H -0.21 -2.86 1.86
O -0.74 1.47 -2.26
O 0.80 1.61 1.03
O -0.66 0.43 -0.25
C -1.27 0.78 -1.36
C 0.68 0.86 -0.11
H 0.58 1.01 1.76
H -2.32 0.46 -1.25
H 0.94 1.57 -0.92
H 1.39 0.02 -0.17

* DFT total energy: -380.74189 Ha
* energy above the lowest of the compared OMol25 structures with the same formula, charge and spin: 0.9124 eV
* SMILES: O=COCO.O
* molar mass: 94.1 g mol⁻¹
* gap between HOMO and LUMO: 10.9930 eV

Atom charges from the natural (NBO) analysis, given in e for atoms 1 to 5: number 1, O, carries -0.938; number 2, H, carries 0.468; number 3, H, carries 0.471; number 4, O, carries -0.604; number 5, O, carries -0.687



The following is a DFT calculation (wB97M-V/def2-TZVPD) of an isolated molecule of CHN3O4S at a distorted geometry.

Geometry (Å):
C 0.71 1.65 -0.40
N 0.68 2.52 -1.14
N 0.59 0.64 0.43
N -0.98 -1.46 -0.24
O 0.03 -1.67 -0.80
O -2.03 -1.95 -0.28
O -2.06 0.91 0.37
O 1.73 -0.07 0.83
S -0.90 0.07 0.97
H 2.24 -0.63 0.27

* DFT total energy: -901.86191 Ha
* energy above the lowest of the compared OMol25 structures with the same formula, charge and spin: 1.7526 eV
* molar mass: 151.1 g mol⁻¹
* gap between HOMO and LUMO: 9.4982 eV

Atom charges from the natural (NBO) analysis, given in e for atoms 1 to 5: number 1, C, carries 0.364; number 2, N, carries -0.266; number 3, N, carries -0.386; number 4, N, carries 0.436; number 5, O, carries -0.356